(1)
The following is a quantum chemistry calculation of C23H51N7O7 as an isolated structure at a distorted geometry, from the Open Molecules 2025 dataset.

Computed properties:
Total charge ... 0
Relative energy (zero: lowest compared OMol25 entry of this formula, charge and spin) ... 520.6 kcal per mole
Orbital gap ... 0.2675 Eh
LUMO level ... -0.1 eV

Element x y z (Å)
C: 1.650 5.642 1.427
O: 2.777 5.701 1.911
N: 1.309 4.778 0.441
C: 0.003 4.965 -0.251
C: 2.077 3.647 -0.029
H: 0.851 6.335 1.734
H: -0.326 3.951 -0.479
H: -0.072 5.554 -1.165
H: -0.773 5.217 0.471
H: 3.093 3.793 0.338
H: 1.716 2.699 0.369
H: 2.091 3.510 -1.111
C: 2.023 -3.267 -0.298
O: 1.021 -3.087 -0.961
N: 2.058 -3.746 0.968
C: 0.807 -4.015 1.709
C: 3.235 -3.837 1.760
H: 3.054 -3.198 -0.677
H: 0.662 -3.212 2.432
H: 0.842 -4.928 2.303
H: -0.040 -4.077 1.026
H: 4.122 -3.487 1.231
H: 3.221 -3.312 2.715
H: 3.416 -4.858 2.094
C: -0.616 0.823 2.587
O: 0.362 0.105 2.398
N: -0.588 2.135 2.282
C: 0.622 2.849 1.829
C: -1.742 3.010 2.411
H: -1.622 0.506 2.902
H: 0.872 2.472 0.837
H: 1.410 2.596 2.537
H: 0.588 3.934 1.721
H: -2.508 2.525 3.017
H: -1.501 3.895 3.001
H: -1.986 3.314 1.394
C: 0.525 1.359 -0.304
O: 0.271 2.477 -0.825
N: -0.012 0.175 -0.574
C: 0.366 -0.985 0.244
C: -1.025 -0.111 -1.564
H: 1.213 1.358 0.556
H: 0.825 -1.693 -0.446
H: -0.477 -1.540 0.657
H: 1.170 -0.760 0.944
H: -1.311 0.858 -1.973
H: -0.637 -0.643 -2.433
H: -1.851 -0.640 -1.088
C: -3.172 -0.411 1.272
O: -3.539 -0.062 0.116
N: -2.425 -1.525 1.358
C: -2.010 -2.018 2.649
C: -1.966 -2.373 0.306
H: -3.419 0.078 2.226
H: -2.248 -1.370 3.492
H: -0.927 -2.113 2.722
H: -2.412 -2.995 2.916
H: -2.168 -3.426 0.501
H: -2.437 -2.091 -0.636
H: -0.895 -2.278 0.127
C: 2.060 -1.997 -4.570
O: 1.843 -2.968 -5.343
N: 1.366 -1.830 -3.409
C: 1.510 -0.538 -2.790
C: 0.368 -2.685 -2.819
H: 2.764 -1.192 -4.831
H: 0.637 0.115 -2.775
H: 2.434 -0.012 -3.034
H: 1.663 -0.721 -1.727
H: 0.517 -2.822 -1.748
H: -0.634 -2.333 -3.066
H: 0.364 -3.709 -3.192
C: -4.802 0.831 -3.167
C: -3.398 0.304 -2.948
O: -2.447 0.693 -3.639
C: -3.326 -0.736 -1.867
H: -4.717 1.780 -3.697
H: -5.389 0.939 -2.255
H: -5.253 0.098 -3.835
H: -2.521 -0.472 -1.181
H: -3.015 -1.676 -2.324
H: -4.242 -0.804 -1.280
C: 3.568 -0.146 2.029
C: 3.154 0.975 1.207
N: 2.873 1.848 0.506
H: 2.825 -0.251 2.819
H: 4.539 0.105 2.456
H: 3.712 -0.998 1.364

***

(2)
The following is a quantum chemistry calculation of C23H52AsO4PReS3Si3 as an isolated structure at a distorted geometry, from the Open Molecules 2025 dataset.

Computed properties:
Total charge ... +2
<S²> ... 0.769
Relative energy (zero: lowest compared OMol25 entry of this formula, charge and spin) ... 36.9 kcal per mole
Orbital gap (alpha / beta) ... 0.3197 / 0.2611 Eh
LUMO level (alpha / beta) ... -5.1 / -6.6 eV
Spin multiplicity ... 2

Element x y z (Å)
Re: -0.002 0.131 0.841
C: 5.076 3.120 0.367
C: 4.951 1.751 0.999
O: 3.574 1.757 1.601
P: 2.985 0.315 1.688
S: 1.386 0.376 2.883
S: 2.208 -0.241 -0.068
O: 4.207 -0.488 2.198
C: 4.285 -1.552 3.257
C: 4.195 -1.110 4.694
H: 6.153 3.335 0.066
H: 4.754 3.877 1.115
H: 4.392 3.202 -0.490
H: 5.611 1.632 1.845
H: 5.074 0.904 0.343
H: 5.219 -1.978 2.949
H: 3.530 -2.328 2.911
H: 5.146 -0.668 5.069
H: 3.812 -2.027 5.186
H: 3.430 -0.277 4.881
C: -0.826 -1.440 -4.765
Si: 0.142 -1.109 -3.198
C: 1.498 0.104 -3.529
C: 0.624 -2.706 -2.359
As: -1.035 0.310 -1.567
Si: -0.982 2.526 -2.399
C: -1.278 2.366 -4.273
C: -2.337 3.377 -1.325
C: 0.727 3.270 -2.182
Si: -3.400 -0.303 -1.593
C: -4.526 -0.003 -0.018
C: -3.474 -2.154 -1.866
C: -3.799 0.710 -3.159
H: -1.870 -1.530 -4.527
H: -0.571 -2.269 -5.384
H: -0.741 -0.589 -5.506
H: 1.128 1.021 -3.974
H: 2.257 -0.155 -4.297
H: 2.022 0.447 -2.614
H: 1.408 -2.437 -1.647
H: 0.975 -3.401 -3.060
H: -0.180 -3.221 -1.776
H: -0.383 2.501 -4.890
H: -2.118 3.122 -4.532
H: -1.566 1.388 -4.734
H: -2.664 2.732 -0.545
H: -3.201 3.682 -1.948
H: -2.066 4.348 -0.888
H: 0.893 3.845 -1.228
H: 0.689 3.903 -3.072
H: 1.637 2.750 -2.340
H: -4.452 1.107 0.124
H: -4.096 -0.501 0.810
H: -5.581 -0.211 -0.235
H: -2.939 -2.362 -2.876
H: -4.394 -2.738 -2.017
H: -3.036 -2.757 -1.088
H: -3.126 1.479 -3.397
H: -4.924 0.844 -3.129
H: -3.856 0.063 -4.057
C: -1.745 1.694 4.226
S: -2.630 1.101 2.754
C: -2.582 -0.609 3.319
O: -1.673 1.187 1.552
H: -1.146 0.862 4.529
H: -2.547 1.970 4.928
H: -1.108 2.545 3.958
H: -2.969 -0.469 4.330
H: -1.544 -0.932 3.405
H: -3.082 -1.326 2.717
C: 0.333 3.482 1.747
O: 0.344 2.497 0.680
H: 0.962 3.128 2.564
H: -0.732 3.653 2.051
H: 0.648 4.450 1.344
H: 1.117 2.533 0.131
C: -0.331 -1.539 1.067
C: -0.302 -2.981 1.321
C: 0.965 -3.569 1.480
C: 1.085 -4.905 1.821
C: -0.079 -5.671 1.728
C: -1.350 -5.043 1.645
C: -1.509 -3.681 1.482
H: 1.896 -3.019 1.376
H: 2.017 -5.376 1.888
H: -0.029 -6.763 1.643
H: -2.109 -5.768 1.690
H: -2.463 -3.193 1.345

***

(3)
The following is a quantum chemistry calculation of C23H52HfP4S as an isolated structure at a distorted geometry, from the Open Molecules 2025 dataset.

Computed properties:
Total charge ... +4
Orbital gap (alpha / beta) ... 0.0883 / 0.0914 Eh
LUMO level (alpha / beta) ... -15.7 / -15.6 eV

Element x y z (Å)
Hf: 0.317 -0.011 -0.435
P: -1.380 2.016 -0.260
P: -1.729 -1.363 0.687
P: 1.936 1.648 -1.692
H: -0.621 -2.813 -1.643
C: 0.184 -2.071 -1.669
C: 1.386 -2.150 -0.861
H: 1.483 -2.819 -0.001
C: -2.452 2.082 -1.750
C: -2.635 2.175 1.073
C: -0.771 3.748 -0.176
C: -1.468 -3.165 0.952
C: -2.515 -0.995 2.314
C: -3.166 -1.356 -0.459
C: 3.456 0.803 -2.268
C: 2.650 3.132 -0.865
C: 1.159 2.433 -3.163
H: 0.356 -1.784 -2.715
H: 2.348 -1.995 -1.368
H: -3.138 2.937 -1.667
H: -3.032 1.155 -1.839
H: -1.831 2.196 -2.648
H: -3.111 3.163 0.993
H: -2.151 2.106 2.054
H: -3.410 1.404 0.994
H: -1.620 4.410 0.046
H: -0.314 4.068 -1.119
H: -0.038 3.847 0.634
H: -2.445 -3.652 1.069
H: -0.872 -3.314 1.861
H: -0.937 -3.619 0.114
H: -3.566 -1.312 2.294
H: -2.470 0.072 2.545
H: -2.000 -1.546 3.109
H: -3.856 -2.165 -0.178
H: -2.814 -1.526 -1.484
H: -3.693 -0.394 -0.424
H: 4.045 1.455 -2.925
H: 3.210 -0.110 -2.827
H: 4.084 0.512 -1.417
H: 3.356 3.652 -1.531
H: 3.194 2.849 0.044
H: 1.859 3.836 -0.581
H: 1.905 2.690 -3.924
H: 0.631 3.350 -2.877
H: 0.423 1.758 -3.618
C: 1.634 -1.257 -6.227
C: 1.115 -0.619 -7.359
C: 1.309 -1.153 -8.635
C: 2.054 -2.331 -8.788
C: 2.595 -2.967 -7.665
C: 2.401 -2.435 -6.390
S: 1.494 -0.475 -4.649
H: 0.355 -1.013 -4.095
H: 0.576 0.321 -7.214
H: 0.925 -0.643 -9.501
H: 2.201 -2.770 -9.773
H: 3.210 -3.866 -7.778
H: 2.844 -2.880 -5.491
C: 4.165 0.986 1.526
C: 3.283 -0.122 2.092
P: 1.459 0.089 1.892
C: 0.863 -1.141 3.148
C: 1.636 -1.368 4.452
C: 1.154 1.726 2.708
C: 1.814 1.971 4.065
H: 4.122 1.018 0.432
H: 5.211 0.791 1.796
H: 3.903 1.981 1.913
H: 3.515 -1.079 1.601
H: 3.473 -0.247 3.164
H: -0.169 -0.853 3.381
H: 0.813 -2.099 2.604
H: 1.642 -0.486 5.110
H: 1.131 -2.181 4.996
H: 2.674 -1.689 4.282
H: 1.468 2.488 1.981
H: 0.058 1.817 2.796
H: 2.870 1.671 4.092
H: 1.779 3.047 4.280
H: 1.283 1.461 4.878

***

(4)
The following is a quantum chemistry calculation of C23H52N2O2P2SZr as an isolated structure at a distorted geometry, from the Open Molecules 2025 dataset.

Computed properties:
Total charge ... +4
Orbital gap ... 0.1976 Eh
LUMO level ... -16.0 eV

Element x y z (Å)
Zr: 0.000 0.000 0.000
C: -1.108 1.351 -1.034
O: -1.793 2.092 -1.625
C: 0.976 -1.512 0.950
O: 1.472 -2.436 1.467
P: 0.167 -1.341 -2.097
C: 1.660 -0.915 -3.148
H: 1.656 -1.578 -4.021
C: 0.411 -3.183 -1.830
H: 1.235 -3.175 -1.104
C: -1.235 -1.052 -3.310
H: -1.146 0.033 -3.458
C: -1.116 2.897 2.096
P: 0.261 1.675 1.783
H: 2.344 3.042 1.827
H: -1.156 3.437 1.142
C: 0.897 1.220 3.479
H: 0.945 2.148 4.064
C: -0.794 -3.829 -1.132
H: -0.506 -4.809 -0.736
H: -1.619 -3.984 -1.834
H: -1.160 -3.217 -0.304
C: 0.860 -4.025 -3.033
H: 0.068 -4.119 -3.781
H: 1.108 -5.036 -2.688
H: 1.748 -3.619 -3.526
C: -1.117 -1.730 -4.683
H: -0.133 -1.596 -5.142
H: -1.863 -1.301 -5.363
H: -1.319 -2.802 -4.613
C: -2.622 -1.304 -2.702
H: -3.389 -0.891 -3.367
H: -2.724 -0.833 -1.723
H: -2.820 -2.373 -2.587
C: 1.588 0.535 -3.645
H: 0.761 0.688 -4.345
H: 2.518 0.803 -4.159
H: 1.448 1.233 -2.812
C: 2.949 -1.168 -2.353
H: 2.958 -0.583 -1.428
H: 3.823 -0.879 -2.949
H: 3.060 -2.221 -2.078
C: -0.831 3.901 3.220
H: 0.154 4.370 3.119
H: -0.875 3.417 4.202
H: -1.585 4.696 3.212
C: -2.479 2.211 2.272
H: -2.541 1.665 3.218
C: 2.384 1.689 0.130
H: -2.671 1.504 1.462
H: -3.271 2.968 2.270
C: 1.187 3.901 0.220
H: 1.678 1.314 -0.658
H: 3.182 2.159 -0.459
H: 2.811 0.849 0.680
C: 1.659 2.696 1.042
H: 2.045 4.357 -0.289
H: 0.723 4.668 0.845
H: 0.465 3.598 -0.545
C: 2.306 0.616 3.414
H: 2.320 -0.280 2.787
H: 2.622 0.321 4.421
H: 3.045 1.326 3.029
C: -0.075 0.239 4.149
H: -0.219 -0.645 3.518
H: -1.055 0.689 4.327
H: 0.329 -0.087 5.115
H: 4.207 3.044 -2.469
H: 4.173 2.570 -3.041
C: -4.636 -0.620 3.524
N: -3.755 -0.665 2.376
C: -2.430 -1.207 2.396
S: -1.342 -0.667 1.324
N: -2.072 -2.355 3.183
C: -3.000 -3.289 3.787
H: -4.157 -1.030 4.435
H: -5.576 -1.166 3.298
H: -4.884 0.439 3.746
H: -4.074 -0.158 1.537
H: -1.081 -2.638 3.221
H: -2.800 -4.303 3.382
H: -2.849 -3.309 4.886
H: -4.054 -3.071 3.546

***

(5)
The following is a quantum chemistry calculation of a 5-piece molecular cluster, C23H52N5O6 overall at a distorted geometry, from the Open Molecules 2025 dataset.

Computed properties:
Total charge ... +3
Orbital gap ... 0.2308 Eh
LUMO level ... -9.1 eV

Element x y z (Å)
N: 0.659 -0.837 -0.533
O: 0.731 0.418 -0.376
O: 1.554 -1.602 -0.179
O: -0.269 -1.317 -1.203
C: -0.684 4.998 4.416
C: -0.335 3.787 3.582
O: -0.205 2.692 4.051
N: 0.011 3.974 2.078
H: -0.320 4.928 1.953
H: 1.016 4.081 1.967
C: -0.682 2.950 1.233
H: -1.459 5.551 3.884
H: 0.177 5.652 4.563
H: -1.043 4.647 5.381
H: -0.134 2.015 1.329
H: -0.565 3.244 0.190
H: -1.757 2.904 1.393
C: -0.977 -7.816 -0.576
C: -0.586 -6.486 -1.281
O: 0.544 -6.261 -1.566
N: -1.712 -5.539 -1.576
H: -2.100 -5.557 -2.515
H: -2.490 -5.739 -0.953
C: -1.335 -4.120 -1.248
H: -0.664 -7.689 0.459
H: -0.541 -8.690 -1.057
H: -2.042 -7.989 -0.740
H: -2.226 -3.570 -1.547
H: -0.472 -3.852 -1.854
H: -1.069 -4.007 -0.199
C: -1.834 2.042 -2.654
C: -0.660 2.323 -3.517
C: 0.374 3.190 -2.738
C: 1.763 3.250 -3.423
C: 2.364 1.874 -3.504
C: 1.483 0.969 -4.380
N: 0.056 0.972 -3.911
O: -0.720 -0.026 -3.969
C: 2.002 -0.456 -4.239
C: 1.495 1.464 -5.817
C: -1.055 3.128 -4.804
H: -1.743 1.403 -1.777
H: -2.558 1.575 -3.323
H: -2.284 2.985 -2.342
H: 0.474 2.974 -1.674
H: -0.083 4.180 -2.785
H: 2.346 3.932 -2.801
H: 1.796 3.802 -4.362
H: 2.395 1.451 -2.499
H: 3.327 1.865 -4.012
H: 1.563 -1.123 -4.982
H: 1.771 -0.829 -3.242
H: 3.067 -0.452 -4.467
H: 1.272 2.525 -5.902
H: 0.837 0.871 -6.452
H: 2.500 1.408 -6.236
H: -1.901 3.768 -4.556
H: -1.384 2.514 -5.643
H: -0.249 3.755 -5.180
C: -2.547 -0.313 1.576
C: -1.796 -1.293 2.497
C: -0.675 -0.456 3.228
N: 0.253 -1.350 4.115
C: -0.359 -2.485 4.893
C: 0.952 -0.426 5.194
C: 2.095 0.247 4.398
C: 2.607 -0.836 3.417
C: 1.457 -1.804 3.251
H: -1.899 -0.054 0.736
H: -2.940 0.583 2.055
H: -3.355 -0.818 1.045
H: -1.418 -2.046 1.805
H: -2.454 -1.822 3.185
H: -1.164 0.217 3.933
H: 0.009 0.123 2.611
H: 0.417 -2.988 5.464
H: -1.037 -3.145 4.354
H: -1.080 -1.893 5.460
H: 1.362 -1.079 5.966
H: 0.377 0.235 5.843
H: 2.823 0.597 5.128
H: 1.728 1.109 3.842
H: 3.505 -1.316 3.800
H: 2.856 -0.325 2.488
H: 1.826 -2.782 3.560
H: 1.018 -1.981 2.269

***

Number 1: DFT total energy -49415.408 eV. Number 2: DFT total energy -161270.030 eV. Number 3: DFT total energy -73948.853 eV. Number 4: DFT total energy -62415.206 eV. Number 5: DFT total energy -44397.695 eV.